Below is a structure of composition C21H31N3O5SeTi, with properties calculated with wB97M-V/def2-TZVPD.

Results
HOMO energy   -6.90 eV
2S+1   1
Frontier orbital gap   7.08 eV
E   -125453.540 eV
Relative energy (zero: lowest compared OMol25 entry of this formula, charge and spin)   0.00 kcal per mole

Structure (XYZ):
```
62
Properties=species:S:1:pos:R:3:forces:R:3
Ti -0.02396 0.27714 -0.68483 0.125 -0.355 -0.288
O -0.83860 1.95794 0.34366 -0.152 -0.073 0.177
C -0.89147 1.98336 1.78126 0.008 -0.021 0.006
C -1.00011 0.55384 2.26879 -0.004 0.073 -0.057
N 0.01558 -0.25402 1.57629 0.106 -0.076 0.142
C 1.37053 -0.05122 2.10473 -0.024 -0.038 -0.123
C 2.38986 0.13269 0.97628 -0.039 0.048 0.113
O 3.56252 0.21572 1.23361 0.023 -0.025 -0.096
O 1.85406 0.24529 -0.21813 -0.158 0.141 -0.015
C -0.37598 -1.66903 1.52208 -0.054 0.069 -0.011
C -1.58880 -1.78022 0.59462 0.054 0.030 0.124
O -2.48549 -2.55272 0.81069 -0.048 -0.005 -0.105
O -1.52110 -0.93104 -0.40877 0.035 0.022 0.047
H -1.64212 2.30981 -0.07755 0.100 0.155 -0.081
H -1.73047 2.59063 2.11746 -0.010 -0.007 -0.006
H 0.03222 2.45836 2.11398 -0.009 0.028 0.005
H -1.98575 0.16510 2.00829 0.001 -0.018 0.020
H -0.89105 0.50075 3.35748 0.000 -0.005 -0.001
H 1.68641 -0.87296 2.74948 0.001 0.004 0.011
H 1.41078 0.86027 2.70178 0.000 -0.012 0.028
H -0.60924 -2.07997 2.50719 -0.007 -0.010 -0.001
H 0.44521 -2.24267 1.08443 0.016 -0.005 0.034
C -3.92031 3.38199 -0.21596 -0.027 0.007 -0.022
C -4.70091 2.34073 -1.01463 0.030 -0.003 0.000
C -3.91390 1.07095 -1.34018 0.015 -0.023 0.011
C -2.94220 1.13558 -2.51626 -0.032 -0.026 0.006
N -1.82222 2.05959 -2.36568 0.059 -0.009 0.043
C -0.46800 1.62020 -2.20911 -0.055 0.081 0.091
Se 0.14710 -0.10947 -3.06217 0.026 0.038 0.031
N 0.29676 2.79134 -2.41518 0.024 -0.078 -0.019
C 1.74839 2.80621 -2.51169 -0.025 0.024 0.060
C 2.39477 3.86602 -1.62240 -0.023 -0.013 0.007
C 2.25568 3.59144 -0.12987 0.018 0.049 0.023
C 2.79882 4.73787 0.71716 -0.026 -0.066 -0.051
C -0.49069 3.75454 -3.03062 0.022 0.032 -0.026
C -0.15904 4.95516 -3.62714 -0.001 0.015 -0.008
C -1.19266 5.71421 -4.18121 -0.067 -0.024 0.005
C -2.50523 5.27207 -4.14393 0.048 0.018 -0.002
C -2.83331 4.04715 -3.55596 -0.007 -0.005 0.004
C -1.81153 3.30341 -3.00616 -0.013 0.009 -0.042
H -4.54188 4.24554 0.02332 0.006 -0.001 0.014
H -3.05328 3.76017 -0.76204 0.002 -0.003 0.013
H -3.59442 2.95330 0.73866 0.013 0.006 0.000
H -5.08023 2.78940 -1.93680 -0.018 -0.008 0.013
H -5.58066 2.05664 -0.43263 -0.015 0.010 -0.016
H -4.61336 0.26493 -1.57702 -0.014 0.014 0.002
H -3.38099 0.72395 -0.44874 0.014 0.001 0.003
H -3.48211 1.40860 -3.42763 0.017 0.003 -0.006
H -2.52436 0.14165 -2.67948 0.005 0.002 -0.016
H 2.02528 2.96467 -3.55955 0.015 -0.017 0.000
H 2.11024 1.81888 -2.22700 0.008 -0.013 -0.041
H 1.97353 4.85033 -1.84404 0.013 0.005 -0.013
H 3.45637 3.91237 -1.88208 -0.002 0.024 -0.010
H 2.79134 2.67203 0.11579 -0.014 -0.023 -0.012
H 1.19823 3.42755 0.10076 0.006 0.001 -0.001
H 3.85276 4.91295 0.49325 0.003 0.022 0.023
H 2.71878 4.51944 1.78311 0.008 0.017 0.009
H 2.25588 5.66452 0.51918 0.006 0.007 0.006
H 0.86457 5.29768 -3.67932 0.004 0.000 0.001
H -0.96155 6.65958 -4.65363 0.014 -0.001 0.002
H -3.28779 5.87535 -4.58406 -0.003 -0.002 0.002
H -3.85601 3.69623 -3.54556 0.004 0.009 -0.006
```
Positions in Å, forces in eV/Å.

Below is a structure of composition C29H25N4O4V, with properties calculated with wB97M-V/def2-TZVPD.

Results
HOMO energy (alpha / beta)   -14.67 / -14.67 eV
Charge   +2
2S+1   1
Frontier orbital gap (alpha / beta)   5.83 / 5.82 eV
E   -70303.861 eV
Relative energy (zero: lowest compared OMol25 entry of this formula, charge and spin)   0.00 kcal per mole

Structure (XYZ):
```
63
Properties=species:S:1:pos:R:3:forces:R:3
V 0.15243 0.05215 0.56402 0.538 -0.064 0.038
C -2.92507 -0.12932 2.82339 0.037 0.014 0.050
C -3.07954 -0.98903 1.60277 -0.081 -0.123 -0.003
C -3.87457 -2.13123 1.65155 0.042 0.083 0.027
C -4.12830 -2.87351 0.51007 0.002 -0.013 -0.049
C -3.60963 -2.48093 -0.71823 0.015 0.034 0.025
C -2.79172 -1.36531 -0.81212 -0.072 -0.059 0.048
C -2.28350 -0.89916 -2.14672 0.084 0.018 -0.068
C -2.51382 -0.65655 0.36679 0.026 -0.003 -0.129
N -1.62086 0.45982 0.26399 -0.002 -0.109 0.048
C -2.19426 1.75670 0.28870 0.069 0.033 0.015
O -3.36395 1.97782 0.27986 0.025 0.061 -0.002
C -1.08821 2.75872 0.31714 -0.191 0.087 0.003
C -1.19127 4.13568 0.25354 0.022 -0.051 0.004
C -0.01257 4.87163 0.17057 -0.001 -0.033 0.004
C 1.21621 4.21602 0.10345 -0.026 -0.059 -0.010
C 1.21134 2.83814 0.17140 0.141 0.106 -0.061
N 0.08562 2.14735 0.32099 0.018 -0.175 0.042
C 2.36310 1.90990 -0.00328 -0.002 -0.102 0.140
O 3.51769 2.16504 -0.12472 -0.048 0.067 -0.043
N 1.83117 0.58875 -0.01850 -0.327 0.267 0.003
C 2.56532 -0.56034 0.24033 -0.030 -0.247 -0.014
C 3.29219 -0.70516 1.46404 -0.085 -0.053 -0.114
C 3.41555 0.40252 2.46168 0.001 0.034 0.043
C 3.90525 -1.92078 1.69110 -0.017 -0.017 -0.041
C 3.85552 -2.93603 0.73667 -0.015 -0.004 -0.025
C 3.20396 -2.76392 -0.48051 0.033 -0.019 0.068
C 2.54993 -1.58049 -0.75734 0.085 0.138 0.180
C 1.92416 -1.34816 -2.09772 -0.103 -0.001 -0.067
H -3.02569 -0.72283 3.73103 -0.002 0.007 -0.001
H -3.71505 0.62488 2.83898 -0.007 -0.003 -0.006
H -1.97354 0.39938 2.86664 -0.011 0.007 0.000
H -4.32271 -2.42056 2.59371 0.002 0.001 0.004
H -4.76124 -3.74905 0.56969 -0.003 -0.002 0.000
H -3.85794 -3.03738 -1.61310 0.001 -0.001 -0.003
H -2.53394 -1.61527 -2.92680 -0.025 0.007 0.001
H -1.19761 -0.75800 -2.17430 -0.027 -0.004 0.023
H -2.72733 0.06022 -2.41944 -0.014 0.000 -0.002
H -2.16750 4.60098 0.25535 -0.002 0.007 -0.003
H -0.05093 5.95157 0.12547 -0.003 0.007 -0.003
H 2.15097 4.74659 -0.01591 0.000 0.011 0.003
H 2.52401 1.02546 2.52559 0.011 0.006 -0.005
H 4.25324 1.04632 2.18419 -0.003 0.005 0.003
H 3.61459 0.00188 3.45385 0.007 0.000 -0.005
H 4.44671 -2.07918 2.61452 0.009 0.004 0.002
H 4.35697 -3.87409 0.93947 0.006 0.002 0.001
H 3.22840 -3.55219 -1.22114 -0.010 -0.010 -0.004
H 1.85692 -2.27965 -2.65594 0.017 0.004 -0.017
H 2.52342 -0.64533 -2.68031 0.018 -0.006 0.004
H 0.91948 -0.91827 -2.04690 0.011 0.007 0.005
O 0.63902 -1.28629 4.17963 0.040 0.026 -0.077
C 0.42114 -1.28164 3.02348 -0.085 -0.024 0.135
O 0.33147 -0.09920 2.27934 0.019 0.066 -0.200
C 0.18112 -2.43765 2.11650 -0.017 -0.027 0.032
C 0.12773 -3.73172 2.57986 -0.001 0.019 -0.024
C -0.14319 -4.73953 1.65954 0.011 0.037 0.020
C -0.34153 -4.39640 0.33408 0.002 0.066 -0.018
C -0.26579 -3.06327 -0.04576 -0.025 -0.073 -0.079
N -0.00866 -2.09472 0.83184 -0.052 0.079 0.098
H 0.28442 -3.92439 3.63239 0.001 -0.015 0.000
H -0.20262 -5.77180 1.97654 -0.001 -0.002 0.008
H -0.56108 -5.14582 -0.41301 0.000 -0.003 -0.004
H -0.42182 -2.76919 -1.07488 -0.005 -0.012 0.001
```
Positions in Å, forces in eV/Å.

Below is a structure of composition C33H34CrN4P2S, with properties calculated with wB97M-V/def2-TZVPD.

Results
HOMO energy (alpha / beta)   -13.32 / -13.31 eV
Charge   +2
2S+1   5
Frontier orbital gap (alpha / beta)   8.09 / 7.78 eV
E   -98555.664 eV
Relative energy (zero: lowest compared OMol25 entry of this formula, charge and spin)   1.42 kcal per mole

Structure (XYZ):
```
75
Properties=species:S:1:pos:R:3:forces:R:3
Cr 1.61502 -1.08069 -0.11463 -0.154 -0.019 -0.007
N 3.78560 -0.80441 -0.13520 -0.002 -0.029 0.003
N 4.48467 -1.69315 -0.96989 -0.014 -0.091 -0.021
C 3.86023 -2.72920 -1.57037 0.038 0.214 0.053
N 4.61317 -3.54154 -2.29475 -0.064 -0.061 -0.008
S 2.18729 -2.99487 -1.43146 -0.030 -0.058 0.059
H 3.96191 0.14844 -0.45195 -0.014 0.009 -0.019
H 4.14865 -0.87981 0.81460 0.003 0.011 0.016
H 5.48853 -1.59336 -1.01481 0.014 0.005 -0.001
H 5.60802 -3.42506 -2.40823 0.003 0.002 0.005
H 4.17451 -4.32013 -2.76058 0.022 -0.009 -0.012
C -1.59736 -0.42986 1.39769 -0.012 0.130 -0.028
N -1.57394 0.98211 1.03176 -0.060 -0.041 0.111
C -0.39292 1.71027 1.46640 0.020 -0.014 0.019
P 1.18784 1.17406 0.70186 0.159 -0.030 -0.077
C 1.20248 1.65547 -1.05151 -0.189 0.039 0.054
C 2.40841 1.92397 -1.70562 0.044 0.044 -0.008
C 2.43666 2.07808 -3.08228 0.026 0.059 -0.037
C 1.26463 1.97111 -3.82174 -0.020 -0.011 0.024
C 0.06150 1.72245 -3.17804 0.005 -0.002 0.013
C 0.02586 1.55889 -1.79956 0.062 -0.002 -0.035
C 2.46217 2.12989 1.54645 -0.025 -0.058 -0.017
C 3.22292 1.50614 2.53749 -0.019 0.023 -0.030
C 4.17798 2.22769 3.23885 0.008 -0.019 0.016
C 4.37607 3.57036 2.94928 0.006 0.004 0.005
C 3.61850 4.19706 1.96735 -0.008 0.016 -0.012
C 2.66084 3.48260 1.26604 -0.019 -0.024 0.007
C -2.77205 1.71759 1.38853 0.024 0.036 -0.172
C -3.25006 2.65480 0.48050 0.012 -0.005 -0.004
C -4.37160 3.40909 0.78921 -0.009 -0.017 0.037
C -5.02178 3.21983 2.00163 0.001 0.009 -0.005
C -4.54249 2.28437 2.90655 -0.043 0.029 -0.010
C -3.41213 1.53678 2.60651 0.011 -0.079 0.033
P -0.82708 -1.49395 0.10356 0.146 -0.088 0.017
C -1.11700 -3.17245 0.70867 -0.017 0.043 -0.011
C -0.20837 -3.72658 1.60939 -0.004 0.007 -0.010
C -0.43322 -4.98634 2.14007 0.010 -0.011 0.011
C -1.56200 -5.70107 1.76139 -0.011 0.012 -0.013
C -2.46479 -5.15734 0.85743 0.002 -0.025 0.014
C -2.24755 -3.89362 0.33106 -0.003 0.027 -0.011
C -1.81627 -1.28408 -1.39135 0.031 0.048 0.040
C -1.31975 -1.82655 -2.57597 0.028 -0.022 -0.012
C -2.03936 -1.71156 -3.75311 -0.010 0.008 -0.028
C -3.25354 -1.03620 -3.75844 0.018 -0.009 0.006
C -3.74708 -0.48533 -2.58436 -0.017 0.013 0.009
C -3.03534 -0.60989 -1.39897 0.004 -0.005 -0.005
H -2.63037 -0.76012 1.51132 -0.013 0.003 -0.023
H -1.09381 -0.65370 2.34791 0.025 -0.013 0.021
H -0.23033 1.64878 2.55470 0.025 -0.003 0.008
H -0.51684 2.76609 1.21710 -0.010 0.002 0.013
H 3.31720 2.08450 -1.13407 0.024 -0.010 0.013
H 3.37037 2.31141 -3.57717 -0.006 -0.006 -0.005
H 1.28948 2.09732 -4.89571 0.006 0.003 0.003
H -0.85757 1.65206 -3.74541 0.006 -0.001 0.000
H -0.91248 1.35294 -1.30303 -0.028 -0.003 -0.001
H 3.04221 0.46418 2.78517 0.010 -0.001 0.006
H 4.75804 1.74806 4.01590 -0.001 0.002 -0.004
H 5.11978 4.13457 3.49594 -0.004 -0.003 0.000
H 3.77100 5.24618 1.75274 0.002 -0.004 0.000
H 2.06999 3.97248 0.50107 0.011 0.018 -0.001
H -2.74002 2.78595 -0.46716 -0.010 -0.007 0.002
H -4.74519 4.13738 0.08193 0.009 -0.004 -0.006
H -5.90149 3.80184 2.24035 0.003 -0.004 0.002
H -5.04726 2.14050 3.85240 0.014 -0.011 0.002
H -3.04018 0.81583 3.32601 0.006 0.008 -0.015
H 0.67885 -3.17057 1.90152 0.007 -0.018 0.016
H 0.26892 -5.41412 2.84296 0.002 0.006 -0.002
H -1.73657 -6.68732 2.16986 0.001 0.001 0.000
H -3.34109 -5.71818 0.56169 0.004 -0.002 0.003
H -2.95076 -3.47256 -0.37699 -0.005 -0.014 0.006
H -0.36944 -2.34931 -2.58291 -0.010 0.002 -0.005
H -1.65240 -2.14669 -4.66495 -0.014 0.006 -0.002
H -3.81610 -0.94215 -4.67775 0.000 -0.001 0.002
H -4.69366 0.03883 -2.58529 0.002 -0.004 -0.003
H -3.43802 -0.16817 -0.49758 -0.009 -0.003 0.011
```
Positions in Å, forces in eV/Å.

Below is an isolated molecule of C3H7OPS2, with properties calculated with wB97M-V/def2-TZVPD.

Results
HOMO energy (alpha / beta)   -8.02 / -8.02 eV
2S+1   1
Frontier orbital gap (alpha / beta)   5.99 / 5.99 eV
E   -36227.955 eV
Relative energy (zero: lowest compared OMol25 entry of this formula, charge and spin)   103.95 kcal per mole

Structure (XYZ):
```
14
Properties=species:S:1:pos:R:3:forces:R:3
C -0.46352 0.37688 1.75840 -1.344 0.993 -0.205
C 0.78531 1.11557 1.38456 2.023 0.479 1.539
C -0.86641 -0.88233 -2.49579 1.760 -1.184 3.208
O -1.15629 -0.08906 0.72400 0.485 -0.765 -1.345
P 1.35158 -1.42834 -0.47721 -1.259 0.908 0.766
S 2.00492 -0.20242 1.01308 0.256 -0.126 -0.572
S 0.73388 -0.15629 -1.95328 0.619 0.575 0.285
H -0.17895 -0.40185 2.38128 0.505 -1.753 2.049
H -1.11649 1.06295 2.34489 0.363 0.154 0.054
H 0.53315 1.82459 0.66786 -0.008 0.859 -2.053
H 1.42371 1.71273 2.12363 -1.268 -0.955 -0.270
H -0.64724 -1.97690 -2.42873 -0.803 0.798 -1.006
H -0.87897 -0.34359 -3.39330 -1.183 -0.053 -1.612
H -1.52467 -0.61195 -1.64939 -0.145 0.070 -0.838
```
Positions in Å, forces in eV/Å.

Q: The lowest E belongs to which entry?
A: C21H31N3O5SeTi